# 1
Computed, not measured: a 2-piece molecular cluster, C4H8O2 overall, with wB97M-V/def2-TZVPD.

Calculated values
M (g mol⁻¹): 88.106
Orbital gap (eV): 8.679
Max |F| (eV Å⁻¹): 0.49
Highest occupied orbital energy (eV): -8.04

Element x y z (Å)
O -1.44 -1.35 -1.56
C -1.29 0.02 -1.21
C -0.81 0.28 0.18
C 0.56 0.16 0.46
C 1.47 -0.22 1.52
O 1.57 -0.69 0.15
H -0.61 -1.79 -1.32
H -0.60 0.51 -1.93
H -2.28 0.46 -1.36
H 0.22 1.38 0.05
H -1.49 0.24 1.03
H 1.27 1.49 -0.06
H 1.16 -0.97 2.24
H 2.26 0.47 1.82

Here are the Mulliken charges for atoms 1 to 6, given in e: -0.506 -0.459 -0.559 0.179 -0.080 -0.398



# 2
Computed, not measured: C24H58AlO9Si as an isolated structure, with wB97M-V/def2-TZVPD.

Calculated values
M (g mol⁻¹): 545.787
Orbital gap (eV): 7.335
Total charge: -1
Max |F| (eV Å⁻¹): 0.50
Highest occupied orbital energy (eV): -4.86

Element x y z (Å)
C -0.73 -0.94 1.73
C -0.11 0.07 1.51
C 0.64 1.28 1.24
Al -0.58 2.79 0.54
C -1.56 2.08 -1.10
C -3.07 2.02 -0.99
O -3.45 1.40 0.24
Si -4.89 0.62 0.36
C -6.32 1.62 -0.32
C -4.81 -1.03 -0.55
C -5.18 0.33 2.18
H -1.32 -1.78 1.98
H 1.46 1.06 0.56
H 1.05 1.63 2.20
H -1.57 3.20 1.76
H 0.34 4.09 0.19
H -1.29 2.67 -1.99
H -1.21 1.06 -1.28
H -3.49 3.03 -1.02
H -3.51 1.45 -1.82
H -7.20 0.96 -0.34
H -6.57 2.46 0.33
H -6.17 1.99 -1.33
H -5.00 -1.84 0.16
H -3.81 -1.17 -0.97
H -5.54 -1.11 -1.35
H -5.09 1.27 2.71
H -6.16 -0.11 2.36
H -4.40 -0.34 2.56
C 5.75 1.09 5.69
O 4.90 1.43 6.77
C 4.36 2.73 6.67
C 2.95 2.73 6.12
O 2.91 2.31 4.78
C 2.46 0.98 4.60
H 5.98 0.03 5.78
H 5.28 1.28 4.73
H 6.69 1.66 5.75
H 4.99 3.36 6.04
H 4.35 3.16 7.68
H 2.55 3.75 6.17
H 2.31 2.10 6.75
H 1.39 0.90 4.81
H 3.01 0.28 5.23
H 2.62 0.72 3.56
C 2.08 -2.09 -5.00
O 3.04 -1.46 -4.17
C 2.90 -0.05 -4.11
C 2.16 0.41 -2.88
O 0.81 0.00 -2.91
C 0.51 -1.07 -2.03
H 2.17 -3.16 -4.86
H 1.06 -1.78 -4.75
H 2.26 -1.85 -6.06
H 2.36 0.30 -5.00
H 3.90 0.38 -4.13
H 2.17 1.51 -2.86
H 2.66 0.06 -1.97
H 0.57 -0.74 -0.99
H 1.19 -1.92 -2.18
H -0.51 -1.38 -2.23
C 1.18 -3.61 3.58
O 0.88 -3.40 4.95
C -0.51 -3.49 5.24
C -0.86 -4.81 5.89
O -0.68 -5.91 5.02
C 0.53 -6.61 5.24
H 2.27 -3.66 3.50
H 0.75 -4.55 3.21
H 0.82 -2.78 2.97
H -1.10 -3.35 4.33
H -0.75 -2.68 5.93
H -1.92 -4.79 6.18
H -0.26 -4.94 6.80
H 0.49 -7.16 6.18
H 1.39 -5.94 5.24
H 0.64 -7.32 4.42
C 1.24 0.88 -8.38
O 0.32 0.63 -7.34
C 0.22 1.70 -6.40
C -1.03 2.53 -6.63
O -0.98 3.22 -7.87
C -1.76 2.61 -8.88
H 1.13 0.08 -9.11
H 1.04 1.84 -8.87
H 2.27 0.88 -8.01
H 1.11 2.34 -6.45
H 0.17 1.26 -5.40
H -1.10 3.28 -5.83
H -1.91 1.89 -6.58
H -2.83 2.71 -8.68
H -1.52 1.54 -8.99
H -1.53 3.12 -9.82

Here are the Mulliken charges for atoms 1 to 6, given in e: -0.506 -0.210 -0.013 0.379 -0.266 -0.598



# 3
Computed, not measured: one molecule with the formula C4H5N3 in a non-equilibrium geometry, with wB97M-V/def2-TZVPD.

Calculated values
M (g mol⁻¹): 95.105
SMILES: [H]/N=C/n1ccnc1
Orbital gap (eV): 9.911
Max |F| (eV Å⁻¹): 7.31
Highest occupied orbital energy (eV): -9.37

Element x y z (Å)
H 3.11 -0.43 0.20
N 2.11 -0.47 0.26
C 1.36 0.60 -0.06
N 0.09 0.26 -0.02
C -0.44 -1.02 -0.06
C -1.73 -0.85 0.10
N -2.08 0.53 0.23
C -0.87 1.11 0.07
H 1.55 1.71 -0.18
H 0.07 -2.00 -0.20
H -2.47 -1.67 -0.17
H -0.69 2.25 -0.14

Here are the Mulliken charges for atoms 1 to 6, given in e: 0.211 -0.578 0.127 0.129 -0.199 -0.279



# 4
Computed, not measured: an isolated ion of composition C3H10N3S and charge +1 in a non-equilibrium geometry, with wB97M-V/def2-TZVPD.

Calculated values
M (g mol⁻¹): 120.201
SMILES: CN1CN(C)S[NH2+]1
Orbital gap (eV): 8.669
Total charge: +1
Max |F| (eV Å⁻¹): 4.11
Highest occupied orbital energy (eV): -13.81

Element x y z (Å)
C -1.05 -1.59 1.28
N -0.03 -0.88 0.46
C 0.24 0.56 0.74
N -0.08 1.33 -0.37
C 1.11 1.92 -0.96
S -1.07 0.67 -1.50
N -0.23 -1.16 -0.87
H -1.96 -0.93 1.38
H -1.13 -2.48 0.68
H -0.56 -1.97 2.24
H -0.42 0.79 1.63
H 1.21 0.85 1.07
H 1.32 2.84 -0.51
H 1.94 1.23 -0.73
H 0.89 1.96 -2.03
H 0.68 -1.21 -1.28
H -0.85 -1.94 -1.23

Here are the Mulliken charges for atoms 1 to 6, given in e: -0.849 0.042 -0.531 0.001 -0.776 0.131